This record from OMol25 describes a molecular structure, C27H45As2N8O2PSTi. The level of theory is the ωB97M-V functional and the def2-TZVPD basis.

Each line ends with the Mulliken spin population.
Element x y z (Å)
Ti: 0.38496 0.69583 0.16570  1.663
N: -1.61288 0.05721 4.18899  -0.004
C: -1.00158 0.48627 3.02085  0.009
S: 0.45240 -0.34566 2.56986  -0.021
N: -1.60057 1.46581 2.41129  0.012
N: -0.93856 1.90753 1.26089  -0.030
C: -1.22340 3.12378 0.94913  0.101
C: -0.65296 3.88747 -0.14698  0.018
C: -1.27486 5.11336 -0.43723  0.012
C: -0.82586 5.95455 -1.43042  -0.012
C: 0.30961 5.57859 -2.15551  0.018
C: 0.95631 4.39576 -1.88462  -0.015
C: 0.50783 3.50262 -0.88108  0.031
O: 1.16061 2.39627 -0.68851  -0.016
H: -0.99596 -0.43167 4.81604  0.000
H: -2.19316 0.75810 4.62619  0.000
H: -1.95126 3.63960 1.57686  0.006
H: -2.14131 5.39509 0.15277  -0.001
H: -1.32940 6.89007 -1.63279  0.000
H: 0.69036 6.22802 -2.93532  0.002
H: 1.84027 4.10011 -2.43690  -0.001
C: 3.46693 -0.84606 -2.33116  0.026
As: 2.38533 -0.95729 -0.70240  0.168
C: 1.72258 -2.79386 -0.89161  0.032
C: 3.83763 -1.18348 0.59327  0.018
C: 4.59820 -2.35007 0.56076  -0.015
C: 5.60686 -2.57394 1.48373  0.000
C: 5.86152 -1.61862 2.45525  0.000
C: 5.12982 -0.44113 2.47426  0.001
C: 4.12173 -0.19539 1.54305  0.015
As: 3.13103 1.50954 1.51306  0.013
C: 3.89049 2.36168 3.10449  0.010
C: 4.26202 2.41198 0.18712  0.005
H: 4.20770 -1.64474 -2.36264  0.000
H: 3.97411 0.11720 -2.35874  0.002
H: 2.81301 -0.92506 -3.20015  -0.003
H: 2.30555 -3.50705 -0.31330  -0.003
H: 1.74654 -3.07845 -1.94399  0.000
H: 0.69254 -2.80164 -0.54150  -0.018
H: 4.40438 -3.10455 -0.19320  -0.001
H: 6.18318 -3.48969 1.44731  0.000
H: 6.63442 -1.78448 3.19530  0.000
H: 5.35523 0.29438 3.23471  0.000
H: 4.97872 2.40512 3.06718  0.001
H: 3.56650 1.83520 4.00131  0.000
H: 3.49899 3.37807 3.14101  -0.001
H: 5.32251 2.29293 0.40868  -0.001
H: 3.99609 3.46927 0.17896  0.000
H: 4.03252 2.00803 -0.79798  -0.003
C: -1.78753 -2.21586 -2.63110  -0.008
N: -2.85956 -2.03236 -1.65916  0.002
C: -4.10068 -2.66608 -2.06742  0.000
P: -2.41135 -1.87207 -0.06338  0.025
O: -1.13833 -1.11514 0.00903  -0.058
N: -2.19914 -3.33229 0.68308  0.000
C: -3.26115 -4.31280 0.79149  0.000
C: -1.04219 -3.61252 1.52086  -0.001
N: -3.79271 -1.26405 0.61250  -0.002
C: -4.51454 -0.15192 0.01836  -0.003
C: -3.96976 -1.31881 2.06211  -0.001
H: -2.09244 -1.78803 -3.58937  0.000
H: -1.55858 -3.27823 -2.78413  0.000
H: -0.89325 -1.70197 -2.29204  0.024
H: -4.40750 -2.26163 -3.03545  0.000
H: -4.89107 -2.46243 -1.34738  0.000
H: -3.99409 -3.75231 -2.17793  0.000
H: -4.14504 -3.99573 0.24434  0.000
H: -3.55008 -4.45531 1.83931  0.000
H: -2.93805 -5.28123 0.39805  0.000
H: -0.36863 -2.75993 1.53106  0.006
H: -0.51430 -4.50177 1.16289  0.000
H: -1.36258 -3.79645 2.55281  0.000
H: -4.33222 -0.11109 -1.05296  0.002
H: -4.21331 0.79719 0.47724  -0.001
H: -5.58760 -0.28249 0.18499  0.000
H: -3.32941 -2.07898 2.50174  0.000
H: -5.01235 -1.55636 2.29193  0.000
H: -3.70809 -0.36287 2.51666  0.000
N: -2.21866 1.96139 -3.16437  -0.002
C: -1.13226 1.63528 -3.94293  0.007
C: -0.25040 1.03832 -3.09886  0.076
N: -0.77706 0.98820 -1.82912  -0.108
C: -1.94890 1.56436 -1.90108  0.030
H: -3.02911 2.47778 -3.45517  0.000
H: -1.08597 1.86575 -4.99166  0.000
H: 0.73858 0.66706 -3.30724  -0.009
H: -2.60743 1.73873 -1.06966  0.001

## Properties
2S+1: 3
Energy above the lowest of the compared OMol25 structures with the same formula, charge and spin: 73.1 kJ/mol
Net charge: 0
F_max: 0.92 eV/Å
Frontier orbital gap (alpha / beta): 5.8 / 7.1 eV